1.
A structure of composition C12H33AsGeN2ReS4Si3. Source: OMol25; level of theory: wB97M-V/def2-TZVPD.

The value obtained for the HOMO-LUMO gap (alpha / beta) is 6.3 / 6.1 eV. The expectation value of S² is 0.804. As for the total charge: +4. As for the HOMO energy (alpha / beta): -17.863 / -18.006 eV. The spin multiplicity is 2. The total energy is -7437.32085 Ha. The strongest force on any atom is 0.77 eV/A. The value obtained for the energy relative to the best compared isomer or geometry (same formula, charge and spin) is 0.0 kcal per mole.

Element x y z (Å)
Re: -0.807 -1.242 -1.434
S: -0.946 -2.748 -6.003
As: 0.033 -1.822 -4.338
S: 0.514 -2.826 -2.428
S: -0.579 0.041 -3.322
S: 1.093 -1.990 -6.201
C: 7.849 -1.063 -1.597
Si: 7.046 -1.778 -0.131
C: 7.671 -1.394 1.532
C: 5.658 -2.957 -0.343
Ge: -0.310 -0.030 0.429
Si: -2.418 5.236 -1.105
C: -4.086 4.539 -0.877
C: -1.552 6.013 0.293
C: -1.668 5.238 -2.765
Si: -0.211 -0.048 2.971
C: -2.058 0.148 3.148
C: 0.420 -1.771 3.244
C: 0.834 1.348 3.566
H: 8.265 -1.874 -2.207
H: 8.652 -0.374 -1.340
H: 7.114 -0.555 -2.229
H: 8.743 -1.623 1.567
H: 7.164 -1.935 2.329
H: 7.598 -0.316 1.710
H: 5.646 -3.333 -1.368
H: 4.631 -2.719 -0.070
H: 5.930 -3.789 0.323
H: -4.503 4.766 0.104
H: -4.066 3.453 -1.013
H: -4.752 4.930 -1.654
H: -1.811 5.577 1.258
H: -1.918 7.052 0.318
H: -0.472 6.066 0.158
H: -1.201 4.266 -2.964
H: -0.894 6.002 -2.854
H: -2.427 5.390 -3.535
H: -2.623 -0.089 2.243
H: -2.312 1.167 3.444
H: -2.411 -0.528 3.931
H: 0.204 -2.453 2.420
H: -0.068 -2.180 4.134
H: 1.495 -1.772 3.422
H: 0.528 2.302 3.135
H: 1.889 1.184 3.348
H: 0.730 1.431 4.652
C: -5.524 -2.641 0.855
N: -4.776 -2.833 -0.410
C: -5.384 -3.723 -1.431
C: -3.632 -2.315 -0.594
N: -2.570 -1.833 -0.765
H: -5.513 -3.573 1.417
H: -6.548 -2.373 0.604
H: -5.068 -1.844 1.435
H: -5.547 -4.701 -0.983
H: -4.717 -3.813 -2.283
H: -6.333 -3.292 -1.742



2.
A cluster of 6 separate species, C12H33IN4O4 in total. Source: OMol25; level of theory: wB97M-V/def2-TZVPD.

The value obtained for the HOMO-LUMO gap is 7.4 eV. As for the total charge: 0. As for the HOMO energy: -6.943 eV. The total energy is -1294.79445 Ha. The strongest force on any atom is 1.87 eV/A.

Element x y z (Å)
O: -5.888 1.724 -13.675
H: -5.032 2.252 -13.415
H: -5.610 0.947 -14.250
H: -6.562 1.446 -12.982
I: -5.246 -0.906 -15.724
O: -7.379 1.259 -11.533
C: -8.112 0.247 -11.461
N: -8.741 -0.214 -12.528
C: -8.406 -0.335 -10.094
H: -8.614 0.271 -13.419
H: -9.298 -1.048 -12.550
H: -8.610 0.518 -9.452
H: -7.532 -0.904 -9.782
H: -9.281 -0.983 -10.083
O: -7.767 4.179 -13.230
C: -8.525 4.523 -12.332
N: -8.748 3.784 -11.227
C: -9.199 5.862 -12.371
H: -8.200 2.938 -11.083
H: -9.466 4.008 -10.567
H: -9.829 6.128 -11.524
H: -9.779 5.975 -13.289
H: -8.413 6.615 -12.465
O: -8.596 1.152 -14.920
C: -8.190 1.693 -15.948
N: -7.786 2.967 -15.942
C: -8.150 0.966 -17.267
H: -7.763 3.468 -15.055
H: -7.390 3.459 -16.721
H: -8.265 -0.103 -17.152
H: -7.157 1.200 -17.666
H: -8.854 1.396 -17.979
C: -1.472 3.772 -13.056
C: -2.686 2.848 -13.262
N: -3.975 3.551 -13.461
C: -4.039 4.321 -14.687
C: -3.590 3.534 -15.932
C: -4.364 4.410 -12.327
C: -4.494 3.660 -11.007
H: -1.308 4.559 -13.789
H: -0.584 3.135 -13.110
H: -1.454 4.160 -12.036
H: -2.508 2.212 -14.123
H: -2.804 2.244 -12.367
H: -5.021 4.726 -14.944
H: -3.435 5.241 -14.657
H: -2.516 3.341 -15.949
H: -4.048 2.543 -15.989
H: -3.852 4.089 -16.832
H: -5.288 4.889 -12.646
H: -3.635 5.220 -12.186
H: -4.639 4.327 -10.155
H: -3.670 3.019 -10.695
H: -5.384 3.023 -11.034



3.
A cluster of 5 separate species, C12H33NO5 in total. Source: OMol25; level of theory: wB97M-V/def2-TZVPD.

The value obtained for the HOMO-LUMO gap is 8.8 eV. As for the total charge: 0. As for the HOMO energy: -8.202 eV. Its SMILES is CC1(C)CCCC(C)(C)N1O.CO.CO.CO.O. The total energy is -907.81022 Ha. The strongest force on any atom is 2.96 eV/A. The value obtained for the energy relative to the best compared isomer or geometry (same formula, charge and spin) is 66.4 kcal per mole.

Element x y z (Å)
C: -3.369 0.353 1.989
C: -2.341 1.348 2.595
C: -2.275 0.872 4.083
C: -1.010 1.187 1.772
C: -0.060 2.408 1.867
C: -0.836 3.715 1.591
C: -2.105 3.907 2.516
C: -1.721 4.193 4.013
C: -2.778 5.157 1.913
N: -2.934 2.701 2.365
O: -4.238 2.855 2.816
H: -2.937 -0.644 1.905
H: -4.276 0.229 2.581
H: -3.733 0.726 1.031
H: -3.285 0.846 4.490
H: -1.831 -0.123 4.057
H: -1.565 1.443 4.682
H: -0.419 0.336 2.110
H: -1.183 0.945 0.724
H: 0.420 2.358 2.845
H: 0.731 2.228 1.140
H: -1.003 3.833 0.521
H: -0.064 4.446 1.830
H: -1.275 5.177 4.153
H: -1.135 3.483 4.597
H: -2.671 4.218 4.547
H: -3.707 5.419 2.420
H: -3.248 5.046 0.935
H: -2.105 6.013 1.969
H: -4.028 2.869 3.753
C: -0.289 -7.192 -6.514
O: 1.088 -6.782 -6.356
H: -0.838 -6.978 -5.597
H: -0.799 -6.604 -7.277
H: -0.380 -8.207 -6.900
H: 1.569 -7.204 -7.073
C: 3.361 0.131 -7.817
O: 3.213 0.296 -6.472
H: 2.586 -0.526 -8.213
H: 3.330 1.044 -8.410
H: 4.346 -0.209 -8.136
H: 3.527 1.178 -6.259
C: 5.634 -4.473 2.997
O: 5.604 -3.402 2.067
H: 6.048 -5.344 2.488
H: 6.231 -4.374 3.903
H: 4.629 -4.752 3.315
H: 5.011 -3.658 1.357
O: 2.265 -3.510 -2.595
H: 2.291 -4.232 -3.223
H: 2.556 -2.747 -3.095



4.
A structure of composition C12H34CdN6O3P. Source: OMol25; level of theory: wB97M-V/def2-TZVPD.

The value obtained for the HOMO-LUMO gap is 9.2 eV. As for the total charge: +1. As for the HOMO energy: -11.613 eV. The total energy is -1540.92603 Ha. The strongest force on any atom is 0.12 eV/A. The value obtained for the energy relative to the best compared isomer or geometry (same formula, charge and spin) is 1.7 kcal per mole.

Element x y z (Å)
Cd: -0.053 -0.458 0.190
N: 0.616 1.195 1.665
C: 0.564 1.083 3.142
C: 1.540 0.054 3.692
C: 1.333 -1.376 3.176
C: 2.131 -1.727 1.910
N: 1.247 -2.251 0.843
H: 1.566 1.398 1.361
H: 0.058 1.991 1.368
H: -0.455 0.801 3.415
H: 0.766 2.053 3.602
H: 1.429 0.068 4.777
H: 2.568 0.375 3.494
H: 0.265 -1.535 2.983
H: 1.594 -2.078 3.967
H: 2.917 -2.447 2.143
H: 2.620 -0.845 1.494
H: 0.810 -3.118 1.141
H: 1.799 -2.455 0.014
N: -2.294 -1.261 0.476
C: -2.880 -1.162 -0.883
C: -2.285 -0.018 -1.725
O: -2.791 0.196 -2.808
O: -1.269 0.605 -1.226
H: -2.484 -2.176 0.869
H: -2.754 -0.593 1.086
H: -3.962 -1.032 -0.858
H: -2.681 -2.092 -1.417
C: 4.171 1.617 -3.623
N: 3.731 0.794 -2.506
C: 4.810 0.175 -1.750
P: 2.173 0.294 -2.350
O: 1.924 -0.027 -0.892
N: 1.927 -1.022 -3.307
C: 0.625 -1.675 -3.309
C: 2.857 -1.503 -4.314
N: 1.194 1.474 -2.901
C: 0.401 1.432 -4.123
C: 0.955 2.651 -2.075
H: 4.803 2.429 -3.257
H: 3.314 2.052 -4.133
H: 4.751 1.036 -4.348
H: 5.481 0.947 -1.367
H: 5.398 -0.506 -2.374
H: 4.401 -0.379 -0.908
H: -0.088 -1.105 -2.712
H: 0.697 -2.696 -2.921
H: 0.219 -1.727 -4.322
H: 3.841 -1.066 -4.167
H: 2.514 -1.265 -5.326
H: 2.956 -2.588 -4.236
H: 0.699 0.587 -4.739
H: 0.568 2.346 -4.699
H: -0.661 1.341 -3.885
H: 1.549 2.594 -1.163
H: -0.103 2.708 -1.811
H: 1.241 3.559 -2.612



strongest force on any atom of number 2 (C12H33IN4O4)?
1.87 eV/A



Among the records above, which one has the highest strongest force on any atom?
C12H33NO5